Below is a molecular structure, C55H121Br2N11O2 at a distorted geometry, with properties calculated with ωB97M-V/def2-TZVPD.

The value obtained for the molecular weight is 1128.5 g mol⁻¹. The gap between HOMO and LUMO comes out at 5.20 eV. The calculation puts the LUMO energy at -12.9 eV. The total charge is +6.

Geometry as XYZ:
```
191
Properties=species:S:1:pos:R:3:forces:R:3:mulliken_charge:R:1
N 4.853770 -28.842730 0.919420 2.2 -2.6 0.3 0.1312
H 1.442130 -27.705250 -3.297420 -0.3 -0.4 0.4 0.7220
C 13.241960 -26.034580 -0.692220 -0.1 -0.6 0.9 -1.4456
N 6.733780 -29.787810 0.112170 -4.0 1.9 1.0 0.1765
N 5.905840 -28.855140 -5.097160 3.5 2.4 1.4 0.9384
H 3.855220 -29.078030 -5.433460 2.9 1.2 2.1 0.4510
H 4.818050 -30.555470 -5.745480 0.1 0.1 0.4 0.4677
H 16.272510 -27.830600 2.194010 -0.8 0.0 0.0 0.4020
C 6.786380 -25.328850 -1.709020 0.6 -0.5 1.9 -0.0279
H 7.479540 -24.647890 -9.664990 -0.1 0.3 -0.4 0.4510
H 1.216060 -27.511420 -8.100450 0.2 0.0 0.0 0.4129
H 15.136850 -27.579350 -1.608690 0.1 0.1 0.1 0.4017
C 16.209830 -27.463560 1.169590 0.2 0.9 -0.4 -0.6827
H 7.828260 -24.380850 -6.652250 1.4 0.6 -1.2 0.9031
C 7.230450 -28.289870 -3.376310 1.5 0.9 -1.9 -0.7872
C 9.766860 -25.793630 -9.066520 -1.4 3.9 0.9 -3.0784
H 8.248610 -32.634200 -6.618080 0.1 -0.1 0.8 0.3186
O 9.283460 -21.468060 -8.065610 -0.9 1.0 -0.9 -0.5198
H 5.764810 -30.509580 1.948140 0.5 0.1 0.1 0.4578
C 9.275540 -32.279690 -6.529480 1.4 1.8 -0.7 -0.7291
H 8.937960 -22.658330 -6.536100 0.5 0.1 0.7 0.1032
C 11.962980 -28.385700 -5.015060 7.0 -1.9 0.8 -0.5325
C 7.865900 -30.637300 -0.116180 1.5 -0.3 -1.1 -0.7371
C 16.045450 -28.602070 0.149630 -1.7 0.5 0.0 -0.5949
H 11.945300 -33.726930 -3.287680 0.3 -0.1 0.2 0.3640
C 3.735450 -28.536410 1.784830 -0.7 -0.7 1.2 -0.8600
H 11.566720 -27.225730 -1.155120 -0.2 -0.2 -0.4 0.1583
H 12.155820 -29.844470 -7.444860 0.2 -0.1 0.2 1.2238
C 10.105340 -27.651060 -4.633630 -5.6 0.6 -3.6 -0.3495
H 11.653710 -31.597660 -5.397300 0.4 0.3 -0.1 0.7158
N 6.448920 -25.388820 -3.104300 -2.6 -0.5 -4.6 0.2876
H 10.923190 -28.675590 -7.674260 0.4 0.3 0.2 -1.0113
H 3.151580 -28.364190 -7.271920 0.0 -0.7 -0.6 0.9386
C 5.280590 -25.863000 -3.682150 1.3 -0.6 -0.6 -0.9263
H 10.895860 -24.964290 -1.457480 0.2 0.5 0.2 0.4528
H -1.906610 -28.988960 -9.096850 0.0 -0.3 0.8 0.3060
C 10.268130 -23.566690 -7.945980 -0.6 -3.0 1.2 -0.3322
H 10.200500 -25.499030 -10.022170 0.3 1.1 1.1 0.7335
H 6.833280 -28.552070 -1.603910 -0.8 -2.5 1.7 -1.2333
H 8.954440 -26.111020 -5.520240 -0.3 -1.7 1.9 -0.1626
H 13.609300 -29.042480 -9.011950 -0.3 -0.3 -0.4 0.6755
H 9.061540 -26.577030 -9.343860 -0.8 1.1 0.6 1.0733
H 10.084720 -28.198860 -5.575750 -2.0 0.6 0.1 0.2794
H 12.721410 -27.033270 -2.545420 0.3 -0.6 0.4 0.3649
H 12.426160 -26.033090 -11.403770 -0.4 0.3 0.3 0.2839
H -1.415210 -28.125990 -6.778580 0.2 -0.6 0.2 0.4238
C 0.653650 -29.988600 -5.730030 -0.8 0.9 1.1 -0.4101
H 7.607070 -23.082640 -8.790550 0.0 -0.1 0.0 0.4343
H 9.406660 -31.667270 -7.421580 0.0 0.2 -0.1 0.1246
C 0.568900 -28.295110 -7.706600 0.7 -0.1 0.1 -0.9190
H 4.427150 -27.076490 -6.502510 -0.1 0.4 -0.3 0.8618
H 7.958350 -31.355190 0.698790 -0.2 -0.1 -0.2 0.4931
H 9.678210 -28.330110 -9.858430 0.4 -0.2 0.0 0.2206
H 15.916730 -29.467940 0.799090 -0.5 -0.5 -0.9 0.2895
H 7.768020 -28.189300 -2.445020 0.7 0.2 -1.0 1.0017
H 10.956750 -26.983950 -4.768340 -1.5 -2.8 -3.0 0.0851
C -1.676030 -27.948010 -8.870230 0.5 0.1 -1.5 -0.6700
C 4.786300 -29.470270 -5.842520 2.7 2.0 5.3 -2.7439
H 10.466380 -26.250700 -8.366620 -0.6 2.0 1.3 1.2143
C 8.270500 -25.196030 -7.224970 1.9 3.1 -1.1 -1.9119
H 1.242970 -30.887970 -5.908770 0.2 0.3 -0.1 0.2765
C 11.448750 -25.401050 -2.289140 -0.7 0.4 0.8 -1.1401
H 12.314390 -28.385020 0.508210 0.1 -0.2 0.2 0.3234
H 11.166660 -30.235140 -4.367780 -0.3 -0.9 -0.4 0.4566
H 11.071100 -30.195680 -11.260210 -0.4 -0.5 0.3 0.4928
H 2.479110 -27.180850 -5.477110 -1.6 -0.9 -1.2 -0.7052
H 14.052990 -28.864680 -1.118260 0.3 -0.3 0.2 0.4711
C 15.069710 -26.397710 0.882680 1.4 -1.0 0.7 -0.6098
H 13.689920 -28.678030 1.632260 0.3 0.1 -0.4 0.3983
C 10.098700 -33.453950 -3.836490 -0.1 1.3 0.7 -0.9833
C 12.684710 -28.477670 -8.892670 -0.2 1.7 0.6 -1.9887
H -0.364850 -29.348940 -3.828540 0.0 0.0 -0.4 0.3425
C 4.213530 -26.191890 -5.902550 -0.4 0.6 0.8 -1.6636
H 6.970180 -31.953540 -1.592140 -0.3 0.3 -0.2 0.4156
H 7.839280 -30.539720 -2.341110 -0.7 0.3 0.4 -0.4604
N 9.104750 -24.568520 -8.356590 -0.1 -0.2 -1.8 -0.2216
H -0.761210 -26.684890 -7.343250 0.0 0.3 -0.3 0.3828
H 13.014880 -27.439380 -8.860350 0.0 0.3 -0.3 0.4686
C 6.893570 -27.931680 -5.527300 -2.6 -2.4 0.5 -1.1911
H 4.899290 -29.334510 -6.918110 0.3 1.3 0.2 0.4957
H 3.815360 -25.291680 -6.370710 0.4 -0.2 -0.7 0.5005
H 10.621440 -27.025380 -9.199370 1.9 -3.0 -1.9 0.4035
H 10.677170 -26.335020 -4.177160 -0.2 4.5 3.5 1.1619
N 7.730170 -27.599700 -4.546080 -3.2 -1.8 0.4 2.2669
H 3.420230 -26.393620 -5.182780 1.0 0.2 0.0 0.7091
H 10.785010 -30.314470 -9.438930 0.1 -0.6 -0.3 0.2160
H 8.628570 -23.320900 -10.178330 0.4 -0.5 0.2 0.3096
N 1.296610 -28.775100 -6.407610 0.2 -0.4 -1.7 0.5349
C 9.280730 -32.138850 -4.055100 -0.1 -1.3 -1.0 -0.6155
N 13.960700 -27.118600 0.104730 2.0 -0.6 0.6 0.1853
H 9.962610 -26.128590 -11.412820 0.1 -0.1 0.0 0.5400
H 14.700990 -25.986910 1.822560 -0.3 0.1 -0.3 0.4275
C 9.783870 -22.384950 -7.166820 0.3 0.3 -1.0 -0.5215
H 12.665960 -27.265320 1.838340 0.1 0.2 -0.1 0.3668
C 10.395890 -25.902790 -3.216870 1.2 3.4 5.0 -0.1453
H -2.645350 -27.455250 -8.794690 0.2 0.1 0.3 0.4109
C 12.001980 -28.770580 -7.550640 0.7 -1.3 -1.2 1.1933
H 9.296100 -31.506570 -3.167350 1.0 0.1 -1.0 -0.0555
H 5.406820 -29.607190 -3.198330 0.5 -0.2 0.3 0.7947
H 6.976040 -27.601200 -6.552180 -0.3 -0.1 0.3 -0.6656
H 11.934930 -24.585130 -2.823940 0.9 -0.2 0.5 0.5784
H 9.814150 -26.635860 -2.658050 0.7 -0.7 0.4 -0.1186
C 11.926740 -26.905080 -11.826040 -0.1 0.7 -0.3 -0.6336
H 10.895080 -23.355780 -8.812330 -0.5 0.1 -0.2 0.6807
H 8.930030 -25.675840 -6.501850 -0.1 0.7 -2.6 0.1204
H 9.590040 -25.168920 -3.229140 1.3 1.6 0.1 -0.5070
H 0.603130 -29.088450 -8.453290 0.2 -0.4 0.5 0.6727
C -0.814850 -27.742040 -7.603350 -1.5 0.4 0.6 -0.7638
Br 8.812710 -28.139480 -7.594030 -0.6 -0.3 -1.1 -0.2092
H 0.975860 -30.474210 -3.674790 -0.2 0.1 0.3 0.4014
H 6.746060 -26.969580 -0.107600 0.9 2.0 0.1 1.0302
C -0.980960 -27.521570 -10.184680 1.0 0.5 0.7 -1.1703
H 12.699580 -29.065000 -4.586020 0.1 -0.6 0.3 1.3358
C 14.777760 -28.140610 -0.746050 0.5 0.3 0.8 -0.6559
H 10.851230 -24.229440 -7.306560 0.4 0.1 0.2 0.0654
C 7.211510 -25.023110 -4.221350 -1.5 2.4 0.4 -1.2734
N 5.355140 -25.868890 -5.083130 -0.7 2.1 5.2 0.6013
N 11.772920 -28.594200 -10.104690 2.3 -1.8 0.1 0.6937
C 6.438680 -25.120040 -5.367190 1.0 -0.5 0.6 -1.2031
C 12.603250 -28.149920 -11.344450 -0.7 -0.7 -0.5 -0.4424
C 1.622140 -28.430900 -4.090600 -1.1 -0.2 0.5 0.0647
H 10.045900 -21.042580 -8.464670 -0.2 0.6 -0.3 0.3858
H 8.180220 -24.586440 -4.028190 -0.6 0.6 -0.4 1.3687
H 6.537810 -24.384300 -1.225140 -0.6 0.1 -0.4 0.7054
H 4.465520 -27.443590 -0.675760 -1.7 -2.9 0.6 0.5828
C 10.471170 -27.091700 -11.369440 0.0 1.3 -2.0 -0.6882
H 13.930220 -25.348050 -1.185250 0.5 -0.5 0.1 0.3716
C 2.681050 -29.277490 -6.907830 -3.9 -0.3 -0.3 -3.0606
H 15.428280 -25.596910 0.235960 0.0 -0.1 0.1 0.4380
H 10.227850 -28.248300 -3.730080 -0.4 0.4 0.1 -1.5292
C 5.099320 -28.211570 -0.257540 -2.3 -4.8 1.4 -0.0431
H 16.918320 -28.763870 -0.482830 -0.2 0.1 0.0 0.3609
H 9.633690 -34.112550 -3.102930 -0.7 0.3 0.1 0.5094
H 8.969820 -26.096210 -3.819300 -2.1 -1.9 -1.8 -1.3426
H 9.807970 -27.638330 -12.039860 0.6 -0.6 -0.3 0.4830
H 8.748570 -29.998550 -0.084330 0.1 0.0 0.3 0.2349
C 12.243430 -26.558280 -1.688660 0.4 0.9 -0.4 0.4816
H 11.047390 -30.074990 -6.219510 0.0 -0.6 0.7 -0.3470
H 2.819450 -28.449170 1.200510 0.2 0.8 -0.1 0.3546
C 6.159810 -29.044080 -3.729660 -0.5 0.6 -1.7 -0.3806
H 6.659840 -24.880370 -6.396780 -1.4 -0.2 1.4 1.5629
H 12.795420 -25.449340 0.111640 -0.5 0.2 -0.2 0.4198
H 2.607370 -28.858100 -3.903700 0.3 0.1 -0.3 -0.4425
H -0.353430 -30.197840 -6.090710 0.1 0.4 -0.3 0.4896
H 6.380440 -27.463140 -1.608490 -1.1 4.0 -0.8 0.9645
H 11.977300 -27.535550 -4.333040 2.5 -1.0 0.0 -0.1539
H 7.551970 -30.399220 -5.270770 0.5 -0.8 0.3 0.9838
C 10.558040 -27.713520 -10.042310 0.3 -2.7 -0.4 -0.7146
H 0.715230 -26.936290 -5.428300 -0.2 -0.3 0.0 0.8110
H 17.221070 -27.064740 1.089410 -0.2 0.7 -0.4 0.3512
H 3.238400 -29.672710 -6.058550 -3.7 -1.0 -2.2 1.8514
H 12.422160 -28.882940 -12.130570 0.4 -0.4 0.3 0.3609
H 12.439930 -30.642950 -10.242850 -0.2 0.0 0.3 0.3264
H 0.009370 -27.972720 -10.246450 0.0 -0.8 -0.2 0.3172
H 10.951640 -28.789170 -4.965100 4.5 -0.9 -0.7 -0.6028
C 13.110620 -27.927070 1.095060 -0.4 0.9 -0.8 -0.8722
H 7.870950 -25.344520 -1.601510 0.2 -0.1 -0.4 -0.1674
H 12.322720 -26.964910 -6.491280 0.2 0.5 -0.5 0.2114
H 4.442640 -26.288400 -3.149900 0.1 0.1 0.0 0.5146
C 12.584180 -28.015050 -6.361130 -1.3 0.6 -0.6 -0.9488
H -1.537470 -27.783480 -11.084570 0.0 0.2 0.2 0.3779
C 5.864620 -29.802500 1.137920 -2.0 1.4 -0.4 -0.3971
H 2.458430 -30.112390 -7.572280 0.1 0.8 -0.4 0.5539
N 9.582920 -31.322580 -5.346970 -1.4 -1.0 1.6 1.1522
H 4.017250 -27.750330 2.485380 -0.4 0.5 -0.5 0.3600
H 8.232360 -32.413970 -4.170580 -0.1 0.0 -0.2 0.4942
C 6.232560 -26.580190 -0.986690 2.2 4.2 -1.2 -1.1520
H 8.648610 -31.883010 -1.833030 0.1 -0.1 1.6 0.7468
C 0.618670 -29.602960 -4.223830 0.6 -0.3 0.1 -0.9649
C 7.808810 -31.260590 -1.524100 -0.1 -0.7 0.3 -0.2399
H 11.980140 -26.733370 -12.901100 0.2 -0.4 0.0 0.5264
O 11.322040 -32.996880 -3.274310 0.2 -0.1 -0.6 -0.5404
H 13.672130 -28.080640 -6.374330 -0.1 0.0 0.3 0.5434
C 1.512870 -27.678360 -5.393550 0.1 -0.9 0.1 -0.4714
Br 4.859260 -30.510160 -8.153750 1.2 -2.7 -4.8 -0.5431
C 8.913150 -26.783500 -4.663410 -1.7 -0.7 0.8 -0.0068
H 10.644150 -21.889720 -6.716540 -0.1 -0.6 1.1 0.5220
C 8.607440 -30.142400 -5.360880 0.7 -1.8 -0.5 -0.5306
H -0.639010 -26.486600 -10.186150 -0.8 0.5 -0.1 0.3292
C 6.225600 -28.784620 -0.741910 1.7 -4.4 0.0 -0.0506
H 7.474560 -25.865520 -7.551110 0.6 0.1 -0.7 0.9475
C 8.146920 -23.844680 -9.352640 -0.2 -0.8 1.2 -0.9760
H 8.690050 -29.745980 -6.372870 0.1 -0.2 0.7 -0.7516
C 11.482850 -30.121440 -10.253700 -0.2 2.1 -0.4 -0.8670
H 10.193770 -34.105980 -4.704770 0.2 0.4 -0.4 0.4205
H 3.461130 -29.358540 2.445850 0.5 -0.4 -0.1 0.3890
H 5.207390 -26.623600 -0.618930 2.3 3.8 -0.8 0.0870
H 13.661360 -28.100600 -11.087420 -0.2 0.1 -0.1 0.2951
H 10.073930 -33.016610 -6.616760 -0.4 -0.3 0.4 0.4175
C 11.019650 -30.713150 -5.336290 -2.3 -3.2 -0.3 -0.3042
H 8.903370 -29.407470 -4.612270 -0.1 -1.1 -0.3 -0.0374
```
Forces are in eV/Å.